[1]
73
Properties=species:S:1:pos:R:3:forces:R:3 method="wB97M-V/def2-TZVPD" orbital_gap_ev=9.42 e_homo_ev=-9.9 multiplicity=1
C 1.7671 0.9505 0.9274 0.71 0.13 0.12
C 1.5905 0.4491 -0.5696 -1.86 2.03 -0.60
O 0.8061 1.0906 -1.3053 2.76 -2.52 1.72
O 2.3608 -0.6575 -0.9837 -0.54 2.47 0.46
C 3.0005 -0.4343 -2.2693 0.67 -0.47 -1.30
C 3.9853 0.8370 -2.3009 0.22 -0.31 -0.65
C 4.4695 1.2300 -3.8045 0.09 0.74 0.84
C 4.9868 2.7624 -3.6739 -0.74 -1.64 1.36
N 5.4035 3.3335 -5.0081 -0.87 1.69 1.28
Br 6.7421 4.6348 -4.5906 0.64 -0.26 -0.39
S 4.0964 4.2728 -5.7054 -3.65 -1.85 -3.95
O 4.2870 4.2040 -7.1852 0.45 1.24 4.27
O 2.7479 3.7639 -5.3066 4.02 1.67 0.21
F 4.2443 5.8359 -5.1479 -0.28 -2.41 -0.80
H 1.6302 2.0909 0.9851 0.00 -1.78 -0.51
H 2.8248 0.7586 1.3190 -1.65 -0.08 -0.54
H 0.9995 0.5117 1.6483 1.11 0.32 -1.15
H 3.6576 -1.3545 -2.4549 -1.21 1.42 0.79
H 2.2388 -0.4514 -3.1301 0.98 0.45 1.56
H 4.9145 0.5433 -1.6889 -1.39 0.65 -0.76
H 3.5316 1.7925 -1.8796 0.27 -1.46 -0.23
H 3.6247 1.1231 -4.5592 1.15 0.30 1.09
H 5.3278 0.5427 -4.1016 -1.17 1.18 0.21
H 5.8877 2.7123 -2.9704 -1.13 0.32 -1.25
H 4.1914 3.4140 -3.1572 1.15 -0.95 -0.88
C 1.6934 -3.1131 2.7297 0.02 -0.03 -0.05
C 1.6363 -2.9906 4.2490 0.08 -0.29 -0.24
C 1.1068 -1.6332 4.7166 0.66 0.36 -0.27
C 2.0052 -0.5413 4.2182 1.06 1.72 -0.49
N 2.7074 0.3139 3.8249 -1.77 -2.30 1.15
H 2.3797 -2.3836 2.2919 -0.08 0.01 0.03
H 2.0486 -4.1054 2.4420 -0.07 0.07 0.00
H 0.7040 -2.9643 2.2869 0.08 -0.01 0.01
H 2.6383 -3.1579 4.6562 -0.12 0.07 0.07
H 0.9919 -3.7802 4.6455 0.01 0.15 0.08
H 1.0717 -1.5979 5.8080 0.02 0.17 -0.11
H 0.0935 -1.4653 4.3411 0.09 0.08 -0.01
C -2.9801 1.2257 4.9079 0.29 0.45 0.23
C -2.7407 0.9482 3.4299 0.11 0.13 0.28
C -3.7499 -0.0445 2.8440 0.36 -0.79 0.35
C -3.6498 -1.3676 3.5676 -0.11 -2.62 1.22
N -3.5771 -2.4072 4.1337 -0.14 3.71 -2.00
H -2.8654 0.3204 5.5097 -0.13 0.02 -0.05
H -2.2564 1.9566 5.2796 0.06 -0.07 -0.08
H -3.9831 1.6253 5.0752 0.70 -0.09 0.01
H -1.7241 0.5626 3.2993 -0.09 0.01 -0.14
H -2.7996 1.8913 2.8788 -0.03 -0.15 -0.11
H -3.5488 -0.2029 1.7813 -0.01 -0.18 0.11
H -4.7665 0.3393 2.9424 0.13 -0.22 0.06
C 1.1766 -3.2315 -6.2936 -0.06 0.00 -0.03
C 2.5538 -3.7617 -6.6788 -0.33 0.08 -0.18
C 3.5317 -3.7895 -5.5016 0.02 0.79 0.04
C 3.7293 -2.4020 -4.9692 0.51 1.85 0.82
N 3.8816 -1.3130 -4.5523 -0.27 -3.74 -2.12
H 1.2252 -2.1949 -5.9510 0.03 -0.08 0.03
H 0.5056 -3.2570 -7.1551 0.03 -0.02 0.09
H 0.7319 -3.8366 -5.4979 0.01 0.07 -0.05
H 2.9604 -3.1414 -7.4835 0.08 -0.10 0.09
H 2.4466 -4.7747 -7.0767 0.14 0.04 0.07
H 4.4969 -4.1880 -5.8235 0.00 0.13 0.15
H 3.1510 -4.4290 -4.7008 0.04 0.14 0.02
C -8.7529 1.1217 2.6363 -0.04 -0.02 -0.06
C -9.1360 1.5043 4.0621 -0.15 -0.21 -0.27
C -8.0529 2.3206 4.7713 0.49 -0.61 0.03
C -6.7861 1.5231 4.8571 1.85 -0.87 0.28
N -5.7933 0.8965 4.9236 -3.69 1.41 -0.13
H -7.8672 0.4817 2.6151 -0.02 0.07 0.03
H -9.5650 0.5670 2.1610 0.07 0.07 0.01
H -8.5496 2.0113 2.0327 -0.01 -0.08 0.02
H -9.3441 0.5924 4.6303 0.03 0.15 0.05
H -10.0618 2.0861 4.0377 0.11 0.02 0.12
H -8.3785 2.5810 5.7812 0.20 -0.02 -0.04
H -7.8547 3.2491 4.2293 0.11 -0.10 0.05

[2]
73
Properties=species:S:1:pos:R:3:forces:R:3 method="wB97M-V/def2-TZVPD" charge=+1 s2=6.0141 orbital_gap_ev="7.56 / 7.47" e_homo_ev="-10.1 / -10.2" multiplicity=5 de_lowest_ev=0.116
Fe 0.9948 0.5750 0.2132 0.21 0.04 0.01
Cl 5.9985 -1.7720 4.2459 0.02 -0.01 0.01
C 4.9534 -1.4073 2.9138 -0.02 0.02 -0.03
C 5.3609 -1.6673 1.6381 -0.01 0.02 0.02
C 4.5285 -1.3835 0.5342 0.00 -0.01 0.15
I 5.1859 -1.8432 -1.3799 -0.02 0.03 -0.06
C 3.2772 -0.8316 0.6997 -0.04 -0.02 0.08
O 2.4442 -0.5713 -0.2796 0.08 -0.07 -0.12
C 2.8669 -0.5439 2.0497 -0.03 -0.04 -0.09
N 1.6290 0.0175 2.1819 0.14 -0.04 0.03
C 1.1676 0.2673 3.3863 0.03 0.01 0.04
C 1.9021 -0.0051 4.5513 0.02 -0.02 -0.04
C 3.1540 -0.5454 4.4382 -0.04 0.03 0.02
C 3.6772 -0.8355 3.1610 0.06 -0.06 -0.06
H 6.3364 -2.1018 1.4693 0.00 -0.01 0.01
H 0.1759 0.6988 3.4525 -0.02 0.03 -0.02
H 1.4723 0.2191 5.5167 0.00 0.00 0.00
H 3.7493 -0.7566 5.3159 0.00 -0.01 0.00
C 1.2464 1.5947 -2.9470 0.00 -0.04 0.00
N 2.5870 1.9039 -2.5159 0.05 0.06 0.04
C 3.7232 1.8000 -3.4345 -0.01 -0.01 -0.04
C 4.9274 2.1459 -2.5441 0.04 -0.04 0.04
N 4.2693 2.6395 -1.3360 -0.10 0.04 -0.05
C 2.9565 2.4008 -1.3415 0.07 -0.08 0.09
S 1.9767 2.7409 0.0234 -0.18 0.13 -0.04
H 1.0592 2.0531 -3.9197 0.00 0.00 0.01
H 0.5336 1.9994 -2.2308 -0.01 0.01 -0.01
H 1.1108 0.5128 -3.0320 0.00 0.02 0.01
H 3.5900 2.5112 -4.2529 0.02 -0.01 0.00
H 3.7862 0.7946 -3.8501 0.00 -0.01 0.03
H 5.5646 2.9094 -2.9843 0.00 -0.01 -0.01
H 5.5237 1.2631 -2.3110 0.00 0.02 -0.03
H 4.7429 2.8738 -0.4811 0.02 -0.02 0.00
C -1.6176 -1.9606 -3.2232 -0.08 0.07 0.00
Si -2.5493 -0.5278 -2.4512 0.11 -0.07 -0.12
C -4.3677 -0.9466 -2.3334 0.06 0.03 -0.03
C -2.2980 1.0465 -3.4508 -0.02 -0.07 0.05
Sb -1.5065 -0.1866 -0.1308 -0.47 0.13 0.05
Si -1.9454 -2.3931 1.1046 0.00 -0.07 0.02
C -3.7255 -2.9216 0.8347 0.09 0.00 0.05
C -1.5825 -2.1578 2.9276 -0.05 -0.03 -0.10
C -0.7328 -3.6041 0.3522 -0.06 0.04 0.06
Si -2.9358 1.7016 0.8852 -0.09 0.05 0.01
C -2.3484 3.2844 0.0713 -0.06 -0.05 0.02
C -4.7605 1.4480 0.5462 0.07 -0.02 -0.01
C -2.6325 1.8059 2.7325 -0.02 0.02 -0.08
H -1.8974 -2.0652 -4.2747 -0.01 0.01 -0.01
H -1.8585 -2.9022 -2.7270 0.00 0.00 0.01
H -0.5361 -1.8232 -3.1752 0.01 0.02 0.01
H -4.7330 -1.0633 -3.3584 -0.03 -0.01 0.01
H -4.9657 -0.1702 -1.8567 0.04 0.00 0.00
H -4.5479 -1.8863 -1.8112 0.04 0.01 0.02
H -3.1280 1.1702 -4.1500 0.01 -0.01 -0.02
H -1.3807 0.9904 -4.0400 0.02 0.00 0.03
H -2.2518 1.9454 -2.8359 -0.02 0.00 0.02
H -4.4250 -2.0847 0.8399 0.03 0.02 0.03
H -4.0222 -3.6048 1.6344 0.00 -0.02 -0.01
H -3.8413 -3.4543 -0.1104 0.01 0.02 -0.03
H -2.1550 -1.3444 3.3738 -0.02 0.01 -0.01
H -0.5220 -1.9765 3.1059 0.02 0.02 -0.03
H -1.8559 -3.0772 3.4525 0.02 -0.01 0.01
H -0.9053 -3.7398 -0.7163 -0.01 0.01 0.00
H -0.8257 -4.5819 0.8313 -0.01 0.00 0.01
H 0.2954 -3.2610 0.4838 0.00 0.02 0.01
H -2.6238 3.3248 -0.9839 0.00 -0.02 -0.01
H -1.2683 3.4180 0.1433 0.05 -0.02 0.02
H -2.8221 4.1385 0.5629 -0.01 0.00 0.00
H -4.9946 1.6281 -0.5047 0.02 -0.01 0.02
H -5.3388 2.1632 1.1363 0.01 0.02 0.01
H -5.1076 0.4470 0.8062 0.02 0.00 0.01
H -1.6288 2.1691 2.9592 0.05 -0.03 -0.02
H -2.7933 0.8621 3.2530 0.00 -0.02 -0.01
H -3.3359 2.5337 3.1463 0.00 0.00 0.02

For each record above, in turn, the calculated largest force on an atom values are 5.69 0.49 eV/Å.